# 1
Cl3H2N3 | ωB97M-V/def2-TZVPD

## Properties
- Energy above the lowest of the compared OMol25 structures with the same formula, charge and spin: 41.0 kcal/mol
- HOMO (spin up / spin down): -8.2 / -9.6 eV
- Orbital gap (spin up / spin down): 7.04 / 9.67 eV

ORCA input file:
```
! wB97M-V def2-TZVPD RIJCOSX def2/J DEFGRID3
* xyz 0 1
N -0.31341 -1.02351 -1.01255
N -0.97459 -0.78529 0.15370
N 0.73462 -1.50345 1.86924
Cl -2.23992 -1.86817 0.49426
Cl 0.54031 -0.35151 2.97798
Cl 2.25573 -1.44143 0.96246
H -0.65825 -1.74978 -1.61875
H 0.68899 -0.72646 -1.09356
*
```

Partial charges, Löwdin, in e: number 1, N, carries -0.090; number 2, N, carries -0.558; number 3, N, carries -0.958; number 4, Cl, carries 0.513; number 5, Cl, carries 0.545; number 6, Cl, carries 0.417; number 7, H, carries 0.063; number 8, H, carries 0.068

=====

# 2
Cl3H4NSi2 | ωB97M-V/def2-TZVPD

## Properties
- Energy above the lowest of the compared OMol25 structures with the same formula, charge and spin: 128.2 kcal/mol
- HOMO: -8.2 eV
- Orbital gap: 7.24 eV

ORCA input file:
```
! wB97M-V def2-TZVPD RIJCOSX def2/J DEFGRID3
* xyz 0 1
N 1.03713 -1.13169 0.28124
Si 0.38701 -2.59411 0.07749
Si -0.58063 2.25709 -0.13941
Cl -0.82876 3.61579 1.36323
Cl -0.65191 3.56192 -1.88280
Cl -1.99771 1.00968 -0.52051
H 2.00545 -1.09033 0.57976
H 0.44937 0.51452 0.57009
H -1.00279 -2.32092 -0.55267
H 1.18284 -3.82195 0.22358
*
```

Löwdin atomic charge list, values in e, 8 entries: number 1, N, carries -0.304; number 2, Si, carries 0.659; number 3, Si, carries -0.716; number 4, Cl, carries 0.174; number 5, Cl, carries 0.077; number 6, Cl, carries 0.243; number 7, H, carries -0.040; number 8, H, carries 0.060

=====

# 3
Cl3HNP | ωB97M-V/def2-TZVPD

## Properties
- Energy above the lowest of the compared OMol25 structures with the same formula, charge and spin: 62.4 kcal/mol
- HOMO (spin up / spin down): -10.1 / -9.4 eV
- Orbital gap (spin up / spin down): 7.39 / 6.20 eV

ORCA input file:
```
! wB97M-V def2-TZVPD RIJCOSX def2/J DEFGRID3
* xyz 0 1
N 1.50823 0.23723 -0.57728
P 0.02132 0.29695 -0.13869
Cl -1.82761 -2.27779 0.14560
Cl -1.03186 1.63434 -1.09821
Cl -0.72359 0.48745 1.70370
H 2.05352 -0.37817 -0.03512
*
```

Partial charges, Löwdin, in e: number 1, N, carries -0.215; number 2, P, carries -0.051; number 3, Cl, carries -0.318; number 4, Cl, carries 0.350; number 5, Cl, carries 0.252; number 6, H, carries -0.017

=====

# 4
Cl3O12Pb | ωB97M-V/def2-TZVPD

## Properties
- Energy above the lowest of the compared OMol25 structures with the same formula, charge and spin: 227.8 kcal/mol
- HOMO: -6.5 eV
- Orbital gap: 1.71 eV

ORCA input file:
```
! wB97M-V def2-TZVPD RIJCOSX def2/J DEFGRID3
* xyz -1 1
Pb -2.46037 2.42954 1.14574
Cl -4.00786 -0.24126 -5.00511
O -4.58293 0.82687 -5.85445
O -4.87637 -1.37174 -5.24685
O -2.77354 -0.63663 -5.64536
O -3.84647 0.32393 -3.72474
Cl 1.14412 -2.95436 0.19958
O 0.83827 -4.33813 0.53861
O 1.08021 -3.02031 -1.23465
O 0.12748 -2.02480 0.58783
O 2.26998 -2.38391 0.72984
Cl 3.41377 2.71360 4.62800
O 4.60339 2.39446 3.91495
O 3.21989 1.53881 5.52875
O 3.69999 3.78509 5.41628
O 2.15039 2.95881 4.02163
*
```

Löwdin atomic charge list, values in e, 8 entries: number 1, Pb, carries 1.101; number 2, Cl, carries 0.638; number 3, O, carries -0.369; number 4, O, carries -0.333; number 5, O, carries -0.334; number 6, O, carries -0.353; number 7, Cl, carries 0.609; number 8, O, carries -0.313

=====

# 5
Cl3O2P | ωB97M-V/def2-TZVPD

## Properties
- Energy above the lowest of the compared OMol25 structures with the same formula, charge and spin: 72.7 kcal/mol
- HOMO (spin up / spin down): -11.0 / -10.1 eV
- Orbital gap (spin up / spin down): 8.02 / 7.54 eV

ORCA input file:
```
! wB97M-V def2-TZVPD RIJCOSX def2/J DEFGRID3
* xyz 0 1
O -0.71977 1.66580 0.69868
O -0.68573 -2.91880 -1.26559
P 0.59057 1.05656 0.52264
Cl -0.74546 -1.43709 -0.76280
Cl 1.63999 1.02476 2.24968
Cl 1.70984 2.06553 -0.82290
*
```

Partial charges, Löwdin, in e: number 1, O, carries -0.457; number 2, O, carries -0.620; number 3, P, carries -0.103; number 4, Cl, carries 0.647; number 5, Cl, carries 0.268; number 6, Cl, carries 0.266

=====

# 6
Cl3O2V | ωB97M-V/def2-TZVPD

## Properties
- Energy above the lowest of the compared OMol25 structures with the same formula, charge and spin: 0.0 kcal/mol
- HOMO: -0.8 eV
- Orbital gap: 6.21 eV

ORCA input file:
```
! wB97M-V def2-TZVPD RIJCOSX def2/J DEFGRID3
* xyz -2 1
O -2.23351 -0.52726 -0.51917
V -0.77052 -0.01884 -0.27306
O -0.66798 1.46858 0.35608
Cl 0.55800 -1.72190 0.90218
Cl 0.16771 -0.34121 -2.82227
Cl 2.94630 1.14063 2.35624
*
```

Partial charges, Löwdin, in e: number 1, O, carries -0.469; number 2, V, carries 0.458; number 3, O, carries -0.447; number 4, Cl, carries -0.203; number 5, Cl, carries -0.392; number 6, Cl, carries -0.947

=====

# 7
Cl4Mg | ωB97M-V/def2-TZVPD

## Properties
- Energy above the lowest of the compared OMol25 structures with the same formula, charge and spin: 16.2 kcal/mol
- HOMO: -2.1 eV
- Orbital gap: 8.25 eV

ORCA input file:
```
! wB97M-V def2-TZVPD RIJCOSX def2/J DEFGRID3
* xyz -2 1
Mg -0.06533 -0.25113 -0.06004
Cl -1.86378 -0.78573 -1.70640
Cl 1.92376 -1.03436 1.64836
Cl 1.33974 1.21523 -1.41195
Cl -1.33439 0.85599 1.53003
*
```

Partial charges, Löwdin, in e: number 1, Mg, carries -0.263; number 2, Cl, carries -0.432; number 3, Cl, carries -0.544; number 4, Cl, carries -0.412; number 5, Cl, carries -0.349

=====

# 8
Cl4OV | ωB97M-V/def2-TZVPD

## Properties
- Energy above the lowest of the compared OMol25 structures with the same formula, charge and spin: 4.3 kcal/mol
- ⟨S²⟩: 2.045
- HOMO (spin up / spin down): 2.9 / 2.1 eV
- Orbital gap (spin up / spin down): 5.83 / 6.53 eV

ORCA input file:
```
! wB97M-V def2-TZVPD RIJCOSX def2/J DEFGRID3
* xyz -3 3
O 0.26146 -23.27772 -7.45314
V -0.50223 -24.27100 -6.37967
Cl -3.30736 -24.50303 -6.89319
Cl -0.83342 -25.66915 -4.15590
Cl -1.60086 -22.09793 -4.95405
Cl 2.32659 -23.61624 -5.34470
*
```

Partial charges, Löwdin, in e: number 1, O, carries -0.697; number 2, V, carries 0.142; number 3, Cl, carries -0.622; number 4, Cl, carries -0.533; number 5, Cl, carries -0.607; number 6, Cl, carries -0.683

=====

no.,M (g/mol)
1,150.40
2,180.57
3,152.35
4,505.55
5,169.33
6,189.30
7,166.12
8,208.75